Entry 1:
This record from the OMol25 dataset describes C22H26N4O4S in the gas phase. The level of theory is ωB97M-V/def2-TZVPD.

The geometry in XYZ format:
```
57
Properties=species:S:1:pos:R:3
C 2.0875 1.8954 -2.6223
O 0.9718 1.8512 -3.4875
C 0.0302 2.8421 -3.2258
C 0.1702 4.0563 -3.8825
C -0.7070 5.0995 -3.6564
C -1.7425 4.9231 -2.7539
C -1.9034 3.7141 -2.1114
C -1.0317 2.6402 -2.3272
N -1.2982 1.4369 -1.6863
C -1.4146 1.4182 -0.2423
C -2.3607 0.2952 0.1879
N -1.8791 -0.9648 -0.3433
C -1.2500 -1.8360 0.4748
O -1.2407 -1.6810 1.6870
C -0.6153 -3.0508 -0.1939
C 0.0424 -3.9862 0.8265
C 1.5584 -4.1092 0.6768
C 2.3219 -2.7879 0.8205
N 1.8674 -1.9824 1.9469
C 2.0189 -2.5448 3.1995
O 2.5861 -3.5971 3.3854
N 1.5031 -1.8255 4.2522
C 0.8959 -0.6131 4.0948
C 0.3145 0.1994 5.0928
C -0.1763 1.3541 4.5680
S 0.0490 1.4850 2.8726
C 0.8343 -0.0524 2.8364
C 1.3240 -0.7297 1.6666
O 1.3078 -0.2817 0.5342
C -1.7811 -0.9176 -1.7842
C -0.7874 0.1810 -2.1874
H 2.5812 2.8729 -2.6616
H 1.8062 1.6825 -1.5849
H 2.7743 1.1275 -2.9744
H 0.9969 4.1688 -4.5689
H -0.5801 6.0386 -4.1725
H -2.4371 5.7273 -2.5609
H -2.7330 3.5787 -1.4335
H -1.7769 2.3786 0.1213
H -0.4284 1.2213 0.2058
H -2.3926 0.2178 1.2752
H -3.3680 0.4760 -0.2004
H 0.1245 -2.6995 -0.9136
H -1.3994 -3.5765 -0.7426
H -0.1939 -3.6162 1.8274
H -0.3848 -4.9866 0.7432
H 1.8047 -4.5250 -0.3030
H 1.9183 -4.8013 1.4385
H 2.1989 -2.1587 -0.0624
H 3.3847 -3.0065 0.9584
H 1.5748 -2.2529 5.1648
H 0.2636 -0.0661 6.1328
H -0.6705 2.1482 5.0918
H -1.4756 -1.8766 -2.1948
H -2.7723 -0.6682 -2.1791
H -0.7032 0.2282 -3.2720
H 0.1924 -0.0639 -1.7533
```

Output
* gap between HOMO and LUMO: 8.1 eV
* energy relative to the best compared isomer or geometry (same formula, charge and spin): 27.63 kcal per mole
* E_LUMO: 0.4 eV
* SMILES: COc1ccccc1N1CCN(C(=O)CCCCn2c(=O)[nH]c3ccsc3c2=O)CC1
* net charge: 0

=====

Entry 2:
This record from the OMol25 dataset describes a 3-piece molecular cluster, C31H62F4N2O10S overall. The level of theory is ωB97M-V/def2-TZVPD.

The geometry in XYZ format:
```
110
Properties=species:S:1:pos:R:3
C 3.9275 -1.5039 0.5908
C 3.6764 -0.2233 0.3818
C 2.2711 0.2901 0.1501
O 1.6376 -0.5267 -0.7737
C 0.3255 -0.1723 -1.2560
C 0.3261 1.1642 -1.9972
C -0.0642 2.3898 -1.1540
C -1.5234 2.4162 -0.6619
C -2.4556 3.2645 -1.5308
C -3.8029 3.5649 -0.8325
C -5.0660 2.9937 -1.5282
C -5.7991 1.8941 -0.7214
C -7.3060 2.1222 -0.5273
O -7.6541 1.9289 0.8373
C -8.7984 1.1297 1.0308
C -0.0964 -1.4092 -2.0803
C -0.1438 -2.6313 -1.1525
C -0.7065 -3.8978 -1.8251
C -2.0683 -4.2869 -1.3411
F -2.9900 -4.5818 -2.2856
C -2.4474 -4.3365 -0.0812
F -1.5713 -4.4138 0.9190
F -3.6962 -4.2546 0.3607
N -1.3316 -1.2895 -2.8311
C -2.5669 -1.0555 -2.0903
N -3.3487 0.0462 -2.6576
S 1.4470 0.2824 1.7808
O 2.3491 0.8049 2.7430
O 0.1359 0.8304 1.6973
F 1.3090 -1.2564 2.0356
H 4.8085 -1.8359 1.1248
H 3.2466 -2.2778 0.2559
H 4.4792 0.5002 0.3189
H 2.3254 1.3456 -0.1301
H -0.3713 -0.1082 -0.4139
H 1.3585 1.3203 -2.3370
H -0.2955 1.1656 -2.8943
H 0.0641 3.2671 -1.7977
H 0.5939 2.5471 -0.3005
H -1.9065 1.4011 -0.5187
H -1.5268 2.8693 0.3329
H -2.6310 2.7918 -2.5009
H -1.9523 4.2176 -1.7123
H -3.7607 3.1322 0.1706
H -3.9180 4.6396 -0.6896
H -5.7693 3.8012 -1.7379
H -4.7553 2.5642 -2.4831
H -5.6815 0.9522 -1.2652
H -5.3345 1.7324 0.2519
H -7.8623 1.3991 -1.1304
H -7.5759 3.1393 -0.8302
H -8.5849 0.0693 0.8539
H -9.1262 1.2582 2.0610
H -9.6188 1.4412 0.3745
H 0.6957 -1.5904 -2.8164
H 0.8813 -2.8539 -0.8604
H -0.6966 -2.4094 -0.2371
H -0.7963 -3.7746 -2.9046
H -0.0217 -4.7355 -1.6650
H -1.2418 -0.6662 -3.6188
H -2.3802 -0.9016 -1.0208
H -3.1854 -1.9569 -2.1634
H -3.6831 0.6656 -1.9343
H -2.8090 0.5791 -3.3252
C 7.4170 4.6488 -1.2846
O 7.0019 4.1454 -2.5331
C 6.8489 2.7391 -2.5250
C 5.9606 2.2870 -3.6615
O 4.5742 2.4750 -3.4227
C 4.0705 3.7998 -3.5167
C 3.9441 4.3116 -4.9331
O 5.2006 4.7402 -5.4246
C 5.2542 4.7508 -6.8322
H 8.3955 4.2474 -0.9957
H 7.4928 5.7303 -1.3764
H 6.6891 4.4103 -0.5000
H 6.4130 2.4104 -1.5723
H 7.8364 2.2699 -2.6391
H 6.0836 1.2066 -3.7622
H 6.2701 2.7511 -4.6002
H 4.6501 4.4907 -2.9007
H 3.0649 3.7427 -3.0921
H 3.2523 5.1658 -4.9408
H 3.5363 3.5169 -5.5701
H 5.0867 3.7475 -7.2417
H 6.2486 5.0864 -7.1192
H 4.5117 5.4367 -7.2569
C -0.5792 -5.2049 9.0898
O -0.4855 -4.4681 7.8942
C 0.8051 -3.9204 7.6968
C 1.0305 -3.5767 6.2419
O 1.3453 -4.6922 5.4239
C 0.2815 -5.5674 5.0820
C -0.6574 -5.0134 4.0347
O -1.5686 -4.0961 4.6115
C -2.0986 -3.1962 3.6638
H -0.3896 -4.5737 9.9663
H -1.5913 -5.6001 9.1527
H 0.1287 -6.0424 9.0952
H 1.5736 -4.6329 8.0227
H 0.8991 -3.0031 8.2955
H 1.9130 -2.9352 6.1927
H 0.1827 -3.0152 5.8433
H -0.2737 -5.8872 5.9666
H 0.7691 -6.4459 4.6536
H -1.2217 -5.8438 3.5872
H -0.0697 -4.5232 3.2482
H -1.3004 -2.6014 3.2026
H -2.7730 -2.5253 4.1934
H -2.6599 -3.7176 2.8867
```

Output
* gap between HOMO and LUMO: 9.5 eV
* E_LUMO: 0.5 eV
* SMILES: C=C[C@@H](O[C@@H](CCCCCCCCOC)[C@@H](CCC(F)=C(F)F)NCN)S(=O)(=O)F.COCCOCCOC.COCCOCCOC
* net charge: 0

=====

Entry 3:
This record from the OMol25 dataset describes C36H34Cl2IN6O5SZr as an isolated structure. The level of theory is ωB97M-V/def2-TZVPD.

The geometry in XYZ format:
```
86
Properties=species:S:1:pos:R:3
Zr -0.3495 -0.6870 -0.7895
C 0.5444 -0.9941 3.3949
C -0.7643 -0.2864 3.1737
N -1.2108 0.4887 4.1797
C -2.3756 1.1009 3.9678
C -3.1535 0.9937 2.8344
C -4.4652 1.7007 2.7336
O -5.5952 0.8188 2.8626
C -2.7289 0.1358 1.7717
C -3.5308 -0.0805 0.6513
N -3.0343 -0.8636 -0.3903
C -1.5454 -2.8640 -1.3941
C -4.2561 -2.5885 -1.7794
C -4.3549 -3.7659 -2.5801
C -3.5509 -4.8512 -2.5314
C -2.5305 -5.1141 -1.5426
C -1.7364 -4.2209 -0.9412
I -0.3979 -4.9164 0.5521
C -1.4481 -0.4677 1.9870
O -0.8724 -1.2445 1.0127
H 1.0681 -0.5195 4.2235
H 0.3713 -2.0453 3.6426
H 1.1711 -0.9897 2.5018
H -2.7288 1.7452 4.7724
H -4.5628 2.4316 3.5382
H -4.5328 2.2335 1.7767
H -5.3410 -0.0105 2.4402
H -4.4996 0.3621 0.4891
H -5.0499 -2.1111 -1.2217
H -5.2234 -3.8225 -3.2338
H -3.7950 -5.6824 -3.1842
H -2.4474 -6.1527 -1.2351
C 5.7491 -0.0488 1.8639
C 5.4639 0.2350 0.3940
N 4.4684 -0.6684 -0.1885
C 4.9598 -1.8011 -0.9672
C 5.1865 -3.0582 -0.1367
C 3.1543 -0.4702 0.0549
S 2.0648 -1.6618 -0.5596
N 2.9033 0.6194 0.7959
C 1.7012 1.1372 0.9738
O 0.6434 0.8337 0.3672
C 1.5939 2.2584 1.9538
C 0.3333 2.7336 2.3032
C 0.2135 3.7575 3.2299
C 1.3472 4.3128 3.8039
C 2.6074 3.8389 3.4581
C 2.7308 2.8115 2.5380
H 6.4473 0.6920 2.2592
H 6.1888 -1.0371 2.0010
H 4.8255 0.0053 2.4380
H 6.3731 0.1209 -0.1976
H 5.1135 1.2584 0.2774
H 5.8920 -1.4826 -1.4368
H 4.2414 -2.0063 -1.7589
H 5.9468 -2.8992 0.6291
H 5.5170 -3.8746 -0.7812
H 4.2583 -3.3604 0.3469
H -0.5489 2.2723 1.8772
H -0.7716 4.1007 3.5181
H 1.2506 5.1080 4.5330
H 3.4921 4.2673 3.9127
H 3.7014 2.4219 2.2618
O -3.0620 2.6523 -1.1261
C -1.9317 2.5425 -1.5263
C -1.0961 3.7018 -2.0894
C 0.1912 3.0485 -2.5862
C -0.0228 1.6114 -2.1955
O 0.8019 0.6845 -2.3388
N -1.1881 1.3699 -1.5905
H -0.9299 4.4140 -1.2809
H -1.6687 4.2081 -2.8649
H 1.0962 3.4099 -2.0979
H 0.3392 3.1184 -3.6642
Cl 1.4898 -1.7278 -4.5356
C -0.1233 -1.1570 -4.3018
C -0.6989 -0.2706 -5.1714
C -2.0096 0.2232 -4.9657
C -2.7416 -0.1822 -3.8762
C -2.1346 -1.1024 -3.0334
Cl -2.8478 -1.7789 -1.4553
C -0.8604 -1.6296 -3.1911
N -0.4345 -2.4636 -2.1788
H -0.1343 0.0631 -6.0316
H -2.4195 0.9228 -5.6824
H -3.7360 0.1928 -3.6629
```

Output
* gap between HOMO and LUMO: 5.2 eV
* energy relative to the best compared isomer or geometry (same formula, charge and spin): 357.70 kcal per mole
* E_LUMO: 2.2 eV
* net charge: -1

=====

Entry 4:
This record from the OMol25 dataset describes a 2-piece molecular cluster, C3H12N2OS overall. The level of theory is ωB97M-V/def2-TZVPD.

The geometry in XYZ format:
```
19
Properties=species:S:1:pos:R:3
N -0.1785 -2.7870 1.7436
C 0.3610 -1.9789 0.4504
C 0.1480 -0.4385 0.3230
N 0.4433 -0.1074 -1.1439
C 0.6152 0.5085 1.4150
S 1.6347 2.0083 0.7686
H 0.5278 -3.5254 1.8761
H -1.0684 -3.1859 1.4671
H 0.1304 -2.4744 -0.4538
H 1.4656 -2.3153 0.5264
H -0.9138 -0.1790 0.4986
H -0.3043 0.5468 -1.6135
H 0.2812 -0.9550 -1.6790
H 1.4024 0.0276 2.0574
H -0.2097 1.1391 1.8914
H 1.2862 1.6797 -0.3769
O -2.0751 3.7800 -2.3374
H -2.4339 4.2570 -3.1349
H -1.1122 3.9998 -2.2782
```

Output
* gap between HOMO and LUMO: 9.2 eV
* energy relative to the best compared isomer or geometry (same formula, charge and spin): 59.09 kcal per mole
* E_LUMO: 0.6 eV
* SMILES: NC[C@H](N)CS.O
* net charge: 0

=====

Entry 5:
This record from the OMol25 dataset describes C23H21F6N2O3P2V as an isolated structure. The level of theory is ωB97M-V/def2-TZVPD.

The geometry in XYZ format:
```
58
Properties=species:S:1:pos:R:3
V 1.5520 -0.6211 -0.6854
C -0.7275 -4.4128 -0.8511
C 0.0955 -3.2132 -0.5713
N 0.0661 -2.0854 -1.2015
O -0.9431 -1.9704 -2.1287
C 1.1383 -3.1849 0.5253
C 1.5981 -4.3120 1.3656
N 1.5721 -1.9901 0.5122
O 2.5375 -1.1526 0.8584
H -1.5568 -4.1771 -1.5078
H -1.0973 -4.8500 0.0767
H -0.0961 -5.1641 -1.3355
H -0.5115 -1.5874 -2.9140
H 0.7507 -4.9114 1.6959
H 2.1493 -3.9524 2.2310
H 2.2577 -4.9538 0.7752
C -4.1208 0.4237 -1.8798
C -3.2042 1.4022 -2.2398
C -2.0127 1.5283 -1.5410
C -1.7463 0.6720 -0.4725
C -2.6593 -0.3282 -0.1305
C -3.8486 -0.4425 -0.8264
P -0.1792 0.7504 0.3727
C -0.4015 0.5615 2.1512
C -1.6617 0.7078 2.7335
C -1.7856 0.6950 4.1153
C -0.6622 0.5471 4.9155
C 0.5951 0.4118 4.3395
C 0.7289 0.4177 2.9613
C 0.4672 2.4519 0.2211
C -0.2304 3.6182 0.4614
C 0.4583 4.8292 0.4364
C 1.8313 4.8952 0.1821
C 2.5458 3.7398 -0.0585
C 1.8379 2.5306 -0.0355
H -5.0513 0.3317 -2.4242
H -3.4161 2.0690 -3.0645
H -1.2993 2.2851 -1.8411
H -2.4489 -1.0135 0.6831
H -4.5643 -1.2054 -0.5516
H -2.5448 0.8431 2.1237
H -2.7627 0.8066 4.5653
H -0.7644 0.5429 5.9926
H 1.4707 0.3044 4.9655
H 1.7152 0.3141 2.5311
H -1.2920 3.5977 0.6725
H -0.0868 5.7450 0.6261
H 2.3331 5.8526 0.1702
H 3.6075 3.7593 -0.2648
O 3.3264 0.6171 -0.7207
C 2.4286 1.2755 -0.3369
F 0.9619 0.1720 -2.2645
P 2.1970 -0.4572 -3.8641
F 1.1599 -1.6554 -3.9262
F 2.8406 -1.2579 -2.5454
F 3.1864 -0.9985 -4.9003
F 3.0134 0.7961 -3.4305
F 1.2531 0.4029 -4.7460
```

Output
* gap between HOMO and LUMO: 7.2 eV
* energy relative to the best compared isomer or geometry (same formula, charge and spin): 29.27 kcal per mole
* E_LUMO: -7.9 eV
* net charge: +2

=====

Entry 6:
This record from the OMol25 dataset describes a 3-piece molecular cluster, C27H33Br2N6O10 overall. The level of theory is ωB97M-V/def2-TZVPD.

The geometry in XYZ format:
```
78
Properties=species:S:1:pos:R:3
C -2.5511 -1.4325 -3.8079
C -2.8325 -1.5142 -2.1657
O -3.3455 -2.7034 -1.7437
N -2.6068 -0.3781 -1.1944
C -3.5501 -0.4107 -0.0159
C -5.1799 -0.3452 -0.3860
O -3.2249 -0.4468 1.2774
C -1.1582 -0.2118 -0.7985
C -0.4511 -1.4841 0.0254
O -1.1883 -2.7249 0.3958
N -0.6660 -3.6480 -0.4749
O -0.2722 -4.6333 0.1355
C 1.1271 -1.4185 0.5145
C 1.9017 -2.5896 1.3649
O 3.1624 -2.9623 1.0076
O 1.2750 -3.2787 2.5112
C 0.5164 -2.3206 3.3427
Br 1.6156 -0.7717 4.0183
C -0.0734 -3.0806 4.6957
C -0.9957 -4.3958 4.3648
Br 1.5260 -3.4856 5.8611
C 1.9652 -0.0689 0.1047
N 3.4407 0.0633 0.5251
C 3.5449 0.9836 1.5739
O 3.2705 1.8841 2.5587
C 1.1810 1.1160 -0.7576
C 2.1425 2.4211 -1.1673
N -0.3083 1.0277 -1.1514
C -0.9516 2.1605 -1.9189
O -0.8924 3.4763 -1.2666
C -1.6098 3.5048 0.0161
O -0.8496 4.4604 0.8886
C -0.0631 3.7298 1.8973
C 1.0821 4.6745 2.6562
O 0.4373 5.7661 3.4374
H -1.6163 -0.7843 -4.0836
H -3.5144 -0.8950 -4.2647
H -2.5373 -2.5058 -4.3157
H -5.4916 -1.1514 -1.1808
H -5.3761 0.7292 -0.8517
H -5.8620 -0.4727 0.5734
H -0.4218 -1.8829 2.7879
H -0.7901 -2.2907 5.2196
H -1.9903 -4.1002 3.7813
H -0.3591 -5.2120 3.7852
H -1.3471 -4.8487 5.3903
H 3.2883 2.2052 -1.0165
H 1.8101 3.3240 -0.4790
H 1.9465 2.7549 -2.2754
H -0.3329 2.2667 -2.9345
H -2.0619 1.9809 -2.2409
H -2.6994 3.9656 -0.0583
H -1.6358 2.4901 0.5980
H -0.8034 3.3822 2.7343
H 0.5165 2.7964 1.4923
H 1.7426 4.0430 3.4085
H 1.8287 5.1793 1.9046
H 0.6183 5.5962 4.4093
N 6.2147 -2.1714 1.7871
C 7.4844 -1.9621 2.2588
C 7.9365 -3.1435 2.8029
C 6.9053 -4.1007 2.6486
C 5.8551 -3.4742 2.0157
H 5.6342 -1.4740 1.3395
H 7.9557 -0.9926 2.1687
H 8.9048 -3.2995 3.2604
H 6.9267 -5.1357 2.9644
H 4.8848 -3.8425 1.7104
N -4.2287 2.0845 -7.2567
C -3.1770 2.8496 -6.8242
C -3.1088 2.7431 -5.4530
C -4.1525 1.8786 -5.0448
C -4.8263 1.4844 -6.1790
H -4.5180 1.9784 -8.2204
H -2.5699 3.4041 -7.5271
H -2.3848 3.2340 -4.8157
H -4.3869 1.5757 -4.0324
H -5.6784 0.8310 -6.3110
```

Output
* gap between HOMO and LUMO: 3.4 eV
* E_LUMO: -6.1 eV
* net charge: +1

=====

Entry 7:
This record from the OMol25 dataset describes C21H45N3O12V as an isolated structure. The level of theory is ωB97M-V/def2-TZVPD.

The geometry in XYZ format:
```
82
Properties=species:S:1:pos:R:3
O -1.0644 2.6822 -1.1161
V -1.4915 1.3409 -1.9193
O -3.0057 0.9024 -1.6357
C 0.2729 -0.6150 -3.4253
O -0.8425 -1.0422 -3.4238
O 0.4447 0.4786 -2.8654
O 0.4771 -0.3258 -4.6495
C -2.4695 2.1161 -4.8439
O -1.9675 2.5977 -5.9135
O -1.9389 2.6602 -3.7901
O -2.4451 0.8814 -4.9260
C -0.7603 1.0677 1.8861
C 0.0704 0.3700 0.8971
C 1.2042 -0.5460 1.4149
O 0.6224 -1.5763 2.1298
C 1.5727 -2.5027 2.6304
N -0.7119 -0.1620 -0.1925
H -0.9113 0.4628 2.7802
H -1.6862 1.3505 1.3851
H -0.3919 1.9316 2.4394
H 0.6754 1.1688 0.4681
H 2.0227 -0.0247 1.9113
H 1.6918 -0.8657 0.4940
H 2.0670 -2.0935 3.5115
H 2.3532 -2.6775 1.8899
H 1.0901 -3.4535 2.8565
H -1.3044 -0.8143 0.3010
H -0.0958 -0.7813 -0.6993
C 1.7084 3.8872 -0.0894
O 2.8738 4.6699 0.1029
C 4.0277 3.9569 -0.3754
C 5.1715 4.7695 0.2597
N 5.3022 4.5909 1.7175
C 6.4482 5.3660 2.1335
C 6.5042 5.3931 3.7824
O 7.8360 5.7008 4.1595
C 8.9254 4.8293 3.7929
H 1.8074 2.8869 0.3322
H 1.6042 3.8465 -1.1737
H 0.8712 4.4043 0.3794
H 4.1158 3.7219 -1.4361
H 4.0918 2.9908 0.1253
H 5.0361 5.8000 -0.0686
H 6.1115 4.3517 -0.1007
H 4.4993 4.9367 2.2233
H 6.5776 6.4346 1.9619
H 7.3184 5.0215 1.5748
H 6.1965 4.4632 4.2606
H 5.7885 6.1757 4.0342
H 9.3318 4.9141 2.7850
H 8.5822 3.7962 3.8492
H 9.7452 4.9838 4.4944
C -5.7685 -4.6534 -2.1248
C -4.2429 -4.6825 -1.8173
C -3.6625 -3.5202 -2.6357
C -3.7783 -2.1466 -1.9752
C -3.3346 -2.1811 -0.5750
C -3.9522 -3.2728 0.2948
N -3.8281 -4.6378 -0.3989
O -4.0763 -5.7935 0.3802
C -3.3127 -3.1749 1.6505
C -5.3748 -2.8600 0.6210
C -3.5951 -6.0398 -2.2996
H -6.1179 -3.6404 -2.3241
H -5.7427 -5.2384 -3.0441
H -6.2650 -5.0763 -1.2514
H -2.6443 -3.7426 -2.9550
H -4.2860 -3.4085 -3.5228
H -3.0211 -1.5598 -2.4953
H -4.8151 -1.8307 -2.0905
H -3.4339 -1.1892 -0.1340
H -2.3046 -2.4809 -0.7682
H -3.6019 -2.2545 2.1578
H -2.2457 -3.3443 1.5056
H -3.7334 -4.0762 2.0962
H -6.0184 -2.7936 -0.2562
H -5.4886 -1.9536 1.2158
H -5.7846 -3.6574 1.2409
H -3.2818 -6.8172 -1.6027
H -4.2040 -6.5374 -3.0543
H -2.7787 -5.8693 -3.0014
H -3.2588 -5.9892 0.8438
```

Output
* gap between HOMO and LUMO (alpha / beta): 2.7 / 2.7 eV
* E_LUMO (alpha / beta): 3.4 / 3.4 eV
* 2S+1: 2
* net charge: -2

=====

no.,electronic energy (eV),maximum force (Eh/bohr)
1,-48223.2736,0.021
2,-78305.5364,0.023
3,-102317.3341,0.066
4,-19166.1783,0.085
5,-93872.4250,0.029
6,-198004.2132,0.231
7,-77223.5210,0.247